Formula: C22H39Cl2N4NiO3S
Source: the OMol25 dataset
Level of theory: ωB97M-V/def2-TZVPD

- strongest force on any atom (eV/Å) = 3.12
- total energy (hartree) = -4133.36661
- LUMO (spin up / spin down) (eV) = 2.7 / 2.7
- HOMO energy (spin up / spin down) (eV) = -2.9 / -2.5
- ⟨S²⟩ = 2.010
- ΔE to the lowest compared entry with this formula, charge and spin (eV) = 0.086

```
! wB97M-V def2-TZVPD RIJCOSX def2/J DEFGRID3
* xyz -1 3
O 0.22632 -0.22678 -1.30419
C 1.15783 0.00903 -2.09529
C 0.89728 0.96878 -3.22537
C -0.40901 1.13343 -3.70927
H -1.22115 0.53997 -3.27876
C -0.67755 2.02321 -4.74776
H -1.70120 2.12962 -5.10847
C 0.36001 2.76834 -5.32372
H 0.15137 3.46563 -6.13672
C 1.66721 2.62131 -4.83947
H 2.48776 3.19367 -5.27731
C 1.93141 1.73775 -3.79257
H 2.94962 1.64351 -3.40480
H 3.25043 0.25865 -1.98115
C 2.81344 -1.45176 -3.27151
C 2.53586 -0.58191 -2.03833
H 3.82549 -1.86533 -3.21034
H 2.73569 -0.86356 -4.19101
H 2.08803 -2.27531 -3.31321
C 2.65696 -1.30210 -0.76425
C 3.29415 -2.58888 -0.57556
H 2.34731 -0.76787 0.13185
H 4.18780 -2.74943 -1.20245
H 2.60801 -3.43662 -0.75856
H 3.60214 -2.65576 0.47984
Ni -2.13220 0.03402 -0.35502
Cl -2.92682 -0.71380 -2.20828
Cl -0.97829 1.16973 1.11821
H -4.12692 3.47680 -0.63103
H -5.91929 1.70756 -0.54897
C -3.38510 2.66985 -0.68453
C -5.12716 0.94670 -0.61497
N -3.88391 1.45604 -0.00473
H -2.45033 2.95088 -0.19450
C -4.01824 1.58034 1.41284
O -3.82652 2.58773 2.05912
H -5.43073 0.03455 -0.09342
H -4.35323 0.61340 1.85072
H -3.18676 2.40102 -1.72705
H -4.91913 0.69612 -1.65698
H 2.55567 2.05096 5.30070
H 0.99939 3.44709 4.36436
C 3.03108 1.81063 4.34364
C 1.27145 3.23687 3.32290
N 2.06118 2.01434 3.28214
H 3.36543 0.77066 4.33109
C 2.11670 1.24131 2.17437
O 2.79842 0.21125 2.07872
H 0.36805 3.10176 2.71585
H 1.46191 1.59043 1.35448
H 3.90115 2.47339 4.21985
H 1.84238 4.09622 2.93537
C -0.63148 -3.30375 -0.69539
N -0.43621 -3.03728 0.72734
C 0.44034 -3.97111 1.43832
C -1.33226 -2.28270 1.40235
S -2.80820 -1.80708 0.65567
N -1.09290 -1.89543 2.67153
C 0.28514 -1.65878 3.11687
C -2.10668 -1.11908 3.37912
H 0.05777 -4.10362 -0.98178
H -0.41203 -2.40405 -1.28584
H -1.66630 -3.60665 -0.89943
H 1.47918 -3.60683 1.42806
H 0.09866 -4.11801 2.46665
H 0.41767 -4.93695 0.91945
H 0.27452 -0.82776 3.82892
H 0.67457 -2.54553 3.63377
H 0.94811 -1.38581 2.28646
H -2.13076 -0.08045 3.01629
H -3.09111 -1.57667 3.24503
H -1.84146 -1.11587 4.44011
*
```

=====

Formula: C22H40Ag2BCl14NO9
Source: the OMol25 dataset
Level of theory: ωB97M-V/def2-TZVPD

- strongest force on any atom (eV/Å) = 4.63
- total energy (hartree) = -8355.40022
- LUMO (eV) = -4.2
- HOMO energy (eV) = -14.0

```
! wB97M-V def2-TZVPD RIJCOSX def2/J DEFGRID3
* xyz 2 1
C 6.07699 -0.36184 3.74816
C 5.19567 -1.57569 4.09723
C 4.75841 -1.61283 5.57030
O 3.56126 -2.38652 5.68902
C 3.05850 -2.61601 7.01991
N 4.01508 -1.67224 3.20874
H 3.39110 -0.86869 3.20732
H 4.37209 -1.80899 2.29257
H 3.42499 -2.47528 3.57029
H 6.77511 -0.27944 4.61806
H 5.65362 0.62254 3.53409
H 6.82661 -0.63318 2.90844
H 5.76985 -2.48715 3.92552
H 4.56446 -0.55013 5.87891
H 5.58443 -2.05481 6.08145
H 2.24845 -3.39142 7.00959
H 2.69968 -1.68866 7.43417
H 3.80211 -3.16130 7.68246
Ag 0.33479 3.98844 -1.96404
Ag -5.23600 -0.67464 -1.68520
O 2.79159 -1.08520 0.73941
C 1.76834 -0.55533 0.69700
O 0.84787 -0.53834 -0.25419
B -0.14450 0.47826 0.09792
O 0.18915 0.87391 1.49257
C 1.31453 0.38318 1.85420
O 1.87958 0.47127 2.92861
O -1.49789 -0.09701 -0.09021
C -2.25595 0.63054 -0.83373
O -3.43895 0.50859 -1.07874
C -1.37412 1.81521 -1.33299
O -0.18387 1.57060 -0.92792
O -1.69187 2.74133 -1.99247
Cl -3.54667 -3.74666 1.90309
C -3.98662 -2.04216 1.45356
C -5.49629 -1.86921 1.41545
Cl -5.82155 -0.17367 0.94418
H -3.55935 -1.86823 0.42157
H -3.41479 -1.32199 2.11856
H -5.76632 -1.89238 2.45645
H -6.10180 -2.44513 0.68808
Cl 3.47318 2.67505 -0.16304
C 4.79960 2.52587 -1.37761
C 5.73004 1.34729 -1.03246
Cl 6.76676 1.69443 0.40210
H 5.29697 3.42474 -1.46202
H 4.30997 2.24741 -2.29231
H 6.32586 1.24092 -1.92802
H 5.12578 0.41350 -0.90725
Cl 0.75090 -3.14726 2.54424
C 0.91908 -4.72455 1.65017
C -0.28911 -5.02700 0.75249
Cl -0.10397 -4.24250 -0.83503
H 0.85383 -5.44273 2.48507
H 1.89124 -4.65718 1.16223
H -1.07839 -4.62812 1.32562
H -0.41968 -6.09462 0.48815
Cl 0.87902 5.86794 0.14077
C 2.12911 7.03264 -0.45573
C 1.84001 7.44951 -1.83183
Cl 1.82954 6.13256 -2.95244
H 3.05015 6.63423 -0.21891
H 2.08843 7.83536 0.18347
H 2.53796 8.20577 -2.22233
H 0.86783 7.85652 -1.91839
Cl -6.38033 1.93585 -2.74696
C -8.03383 1.32011 -2.92470
C -8.38978 0.12098 -2.15516
Cl -7.42203 -1.33964 -2.41960
H -8.28802 1.21149 -3.99022
H -8.77396 2.07138 -2.58569
H -9.44940 -0.09276 -2.42094
H -8.34159 0.34623 -1.11312
Cl -5.06497 -4.18953 -1.45712
C -3.87638 -4.53468 -2.69138
C -2.69741 -3.49651 -2.70010
Cl -3.31665 -1.90766 -3.30400
H -4.41564 -4.41885 -3.56679
H -3.46298 -5.54495 -2.53407
H -1.85177 -3.80904 -3.36013
H -2.36690 -3.42861 -1.68674
Cl -0.51623 1.39425 -6.95671
C -0.55581 3.11460 -6.56828
C -0.78674 3.29515 -5.09902
Cl 0.74576 3.12730 -4.21337
H -1.36340 3.61528 -7.10189
H 0.34801 3.59949 -6.96499
H -1.50816 2.57668 -4.65169
H -1.19361 4.26396 -4.85163
*
```

=====

Formula: C22H40Cl2NPbS2SbSe2Te2
Source: the OMol25 dataset
Level of theory: ωB97M-V/def2-TZVPD

- strongest force on any atom (eV/Å) = 0.53
- total energy (hartree) = -8405.85241
- LUMO (eV) = -0.1
- HOMO energy (eV) = -6.9

```
! wB97M-V def2-TZVPD RIJCOSX def2/J DEFGRID3
* xyz 0 1
Pb -2.79284 -1.06025 0.63099
Se -5.36660 -1.57883 1.31827
Te -5.20525 -1.84876 3.82147
Te -3.31369 -3.77925 3.82615
Se -1.53551 -2.57320 2.45901
C 1.54448 -0.31316 3.38867
S 0.85699 0.97427 2.31748
C 1.45930 2.42136 3.22607
H 1.33772 -0.06960 4.42993
H 2.61670 -0.41301 3.22413
H 1.03835 -1.23985 3.12971
H 2.54795 2.42426 3.24747
H 1.05916 2.39841 4.23906
H 1.10115 3.30833 2.70852
C -0.65443 -3.53311 -2.08123
C -0.38606 -2.25540 -2.87517
C 0.37760 -2.58413 -4.15362
C -1.71694 -1.60879 -3.25521
Sb 0.64012 -0.85150 -1.45127
C 2.43200 -2.03786 -0.81169
C 3.09987 -2.85511 -1.91111
C 1.93309 -2.95241 0.30487
C 3.43267 -1.04536 -0.22306
C 1.47225 0.75754 -2.78371
C 2.45799 0.28907 -3.84538
C 2.15944 1.75566 -1.85149
C 0.26742 1.43270 -3.43587
H -1.37160 -4.16260 -2.61982
H -1.07425 -3.31695 -1.09367
H 0.25826 -4.11362 -1.94177
H -0.15511 -3.37271 -4.69953
H 1.38689 -2.94441 -3.95650
H 0.44045 -1.71511 -4.81056
H -2.30217 -2.30257 -3.86977
H -1.57428 -0.69152 -3.82797
H -2.31627 -1.36419 -2.37641
H 2.47255 -3.68858 -2.23054
H 4.03666 -3.27952 -1.52916
H 3.34333 -2.24781 -2.78423
H 1.24169 -3.71252 -0.05829
H 1.41883 -2.38174 1.08142
H 2.78217 -3.46669 0.77005
H 3.90987 -0.44786 -1.00155
H 4.22076 -1.59281 0.30700
H 2.94992 -0.37056 0.48995
H 3.35311 -0.13839 -3.38990
H 2.77327 1.14315 -4.45825
H 2.01844 -0.45226 -4.51248
H 3.08203 1.34941 -1.43856
H 1.51402 2.02332 -1.01458
H 2.41547 2.66876 -2.40429
H -0.15828 0.81478 -4.22837
H 0.57112 2.38309 -3.89275
H -0.51866 1.64596 -2.70430
S -4.00787 3.56530 1.92259
C -3.67370 2.10288 1.09261
N -3.12506 1.16165 1.78477
C -2.91425 1.55898 3.09946
C -2.37252 0.79072 4.12870
C -2.28411 1.33912 5.39043
C -2.70532 2.64805 5.64482
C -3.23131 3.42904 4.63639
C -3.34140 2.87029 3.36798
H -3.94555 1.99690 0.05091
H -2.00933 -0.20686 3.92510
H -1.89218 0.73478 6.19815
H -2.60876 3.05646 6.64223
H -3.56862 4.43947 4.82651
Cl -2.26641 4.77640 -1.39418
C -0.64617 4.28783 -0.86828
Cl -0.71644 2.91637 0.25788
H -0.18728 5.12815 -0.36314
H -0.08485 3.97641 -1.74108
*
```